<P>
Molecular formula: C28H35AsNO7RuS4
Method: DFT, ωB97M-V with the def2-TZVPD basis set

Each line ends with the Mulliken spin population.
Element x y z (Å)
Ru -0.403 0.329 0.124  1.006
C -1.898 2.863 2.386  0.004
C -3.146 2.573 1.534  0.006
S -2.946 1.575 0.029  0.080
C -2.987 2.892 -1.243  -0.002
C -1.874 2.909 -2.298  0.001
S -0.185 2.594 -1.754  0.015
C 0.212 4.104 -0.845  -0.001
C -0.483 4.314 0.493  0.003
S -0.314 2.851 1.542  0.004
H -1.792 2.130 3.184  -0.004
H -2.016 3.833 2.873  0.001
H -3.630 3.499 1.222  0.001
H -3.853 2.023 2.149  0.001
H -3.013 3.842 -0.718  0.000
H -3.937 2.802 -1.771  0.001
H -1.903 3.868 -2.821  -0.001
H -2.051 2.145 -3.054  -0.001
H 0.028 4.954 -1.506  0.000
H 1.291 4.047 -0.694  0.000
H -1.535 4.554 0.357  0.000
H -0.022 5.171 0.989  0.000
O -3.024 -0.229 2.575  -0.001
As -1.408 -0.508 3.202  0.006
O -1.299 0.181 4.671  0.001
O -0.323 0.226 2.091  0.011
C -1.058 -2.392 3.278  -0.003
C -0.781 -2.859 4.562  0.000
C -0.427 -4.185 4.758  0.000
C -0.347 -5.045 3.673  0.000
C -0.616 -4.582 2.394  0.001
C -0.969 -3.252 2.189  0.003
S -1.083 -2.759 0.450  -0.003
O -1.850 -1.384 0.562  0.023
O -1.863 -3.844 -0.179  0.001
O 1.611 -1.368 0.740  0.022
H -3.077 -0.767 1.757  0.000
H -0.855 -2.169 5.394  0.000
H -0.218 -4.545 5.757  0.000
H -0.073 -6.083 3.821  0.000
H -0.572 -5.245 1.540  0.000
C 4.358 1.422 -0.470  0.001
C 4.154 1.409 1.059  0.000
C 2.700 1.837 1.245  -0.001
O 2.041 1.501 0.019  0.009
C 2.979 1.785 -1.026  0.000
H 4.663 0.444 -0.828  -0.001
H 5.111 2.143 -0.785  0.000
H 4.829 2.090 1.576  0.000
H 4.325 0.411 1.465  0.000
H 2.632 2.920 1.406  0.001
H 2.165 1.333 2.047  -0.003
H 2.930 2.856 -1.264  0.001
H 2.688 1.219 -1.906  0.000
C -2.902 -2.323 -3.981  -0.024
C -3.089 -1.089 -3.380  0.018
C -2.118 -0.569 -2.540  0.001
C -0.946 -1.266 -2.283  0.015
C -0.787 -2.534 -2.851  -0.028
C -1.748 -3.044 -3.703  0.012
N 0.012 -0.736 -1.368  -0.139
C 1.359 -1.157 -1.580  -0.021
C 1.917 -1.224 -2.853  -0.016
C 3.208 -1.688 -3.052  0.006
C 3.962 -2.111 -1.967  -0.007
C 3.434 -2.025 -0.690  0.012
C 2.156 -1.522 -0.490  0.014
H -3.656 -2.732 -4.641  -0.002
H -4.000 -0.528 -3.553  0.000
H -2.276 0.379 -2.054  -0.025
H 0.069 -3.141 -2.589  0.000
H -1.606 -4.031 -4.125  0.000
H 1.322 -0.915 -3.703  0.000
H 3.610 -1.732 -4.056  0.000
H 4.962 -2.499 -2.112  -0.001
H 4.011 -2.342 0.173  0.000
H 2.221 -1.603 1.444  0.004

Its spin multiplicity is 2. For the frontier orbital gap (alpha / beta), the calculation gives 6.612 / 7.280 eV. As for the total charge: 0. Its expectation value of S² is 0.83. For the LUMO energy (alpha / beta), the calculation gives -0.0340 / -0.0086 Eh.

***

<Q>
Molecular formula: C28H35AsNO7RuS4
Method: DFT, ωB97M-V with the def2-TZVPD basis set

Each line ends with the Mulliken spin population.
Element x y z (Å)
Ru 0.409 -0.072 -0.491  0.654
C 0.200 1.439 -3.899  -0.002
C 1.402 2.069 -3.215  -0.007
S 2.154 0.999 -1.975  -0.007
C 2.847 -0.243 -3.112  -0.003
C 2.611 -1.676 -2.676  0.003
S 0.952 -2.036 -2.096  -0.007
C -0.108 -1.730 -3.572  0.005
C -1.341 -0.965 -3.103  -0.006
S -0.980 0.811 -2.670  0.025
H 0.472 0.660 -4.607  0.000
H -0.308 2.217 -4.471  -0.001
H 1.082 2.959 -2.680  0.000
H 2.156 2.388 -3.936  0.000
H 3.917 -0.055 -3.199  0.000
H 2.404 -0.065 -4.091  0.000
H 3.234 -1.932 -1.817  -0.001
H 2.880 -2.358 -3.483  0.000
H -0.451 -2.695 -3.940  0.000
H 0.476 -1.251 -4.354  0.000
H -2.607 -1.403 -1.653  -0.002
H -2.194 -0.952 -3.779  0.001
O -4.385 1.485 -1.333  0.001
As -3.440 -0.022 -0.845  0.000
O -3.781 -1.093 -2.105  0.002
O -1.675 -1.581 -1.918  0.007
C -4.674 -0.588 0.593  0.005
C -6.025 -0.827 0.363  0.000
C -6.865 -1.219 1.393  0.000
C -6.354 -1.388 2.676  0.000
C -5.005 -1.190 2.919  0.001
C -4.185 -0.796 1.870  -0.002
S -1.782 -1.831 1.528  -0.001
O -2.517 -2.440 0.431  0.001
O -2.819 -0.636 2.126  0.000
O -0.660 -0.897 1.043  0.034
H -4.746 1.272 -2.205  0.000
H -6.408 -0.702 -0.644  0.000
H -7.916 -1.395 1.203  0.000
H -7.005 -1.694 3.485  0.000
H -4.577 -1.342 3.902  0.000
C -0.976 3.280 2.042  0.000
C -0.053 4.000 1.067  -0.001
C -0.033 3.033 -0.102  0.003
O -0.282 1.718 0.443  -0.029
C -0.546 1.841 1.882  -0.001
H -2.016 3.389 1.728  0.000
H -0.874 3.622 3.071  0.000
H 0.945 4.105 1.497  0.000
H -0.414 4.983 0.768  0.000
H 0.919 3.021 -0.625  -0.002
H -0.852 3.235 -0.801  0.000
H 0.367 1.605 2.427  0.002
H -1.324 1.123 2.119  0.001
C 3.295 2.244 3.607  0.014
C 2.902 0.948 3.922  -0.005
C 2.482 0.084 2.927  0.017
C 2.431 0.503 1.595  -0.038
C 2.836 1.797 1.284  0.007
C 3.267 2.658 2.285  -0.007
N 1.949 -0.407 0.613  0.293
C 2.567 -1.682 0.683  -0.041
C 1.824 -2.860 0.666  0.041
C 2.465 -4.092 0.665  -0.024
C 3.848 -4.170 0.696  0.037
C 4.595 -2.998 0.747  -0.020
C 3.964 -1.766 0.745  0.043
H 3.624 2.919 4.385  0.001
H 2.916 0.612 4.950  0.001
H 2.167 -0.922 3.174  0.001
H 2.844 2.125 0.257  -0.003
H 3.594 3.657 2.024  0.000
H 0.745 -2.808 0.678  0.004
H 1.868 -4.995 0.649  -0.001
H 4.342 -5.133 0.697  0.003
H 5.676 -3.042 0.784  0.000
H 4.550 -0.855 0.786  0.002

Its spin multiplicity is 2. For the frontier orbital gap (alpha / beta), the calculation gives 6.461 / 5.487 eV. As for the total charge: 0. Its expectation value of S² is 0.76. For the LUMO energy (alpha / beta), the calculation gives -0.0087 / -0.0437 Eh.

***

Which one is the least stable? From the structures above, <Q>.